Below is a single C6H11NO molecule, with properties calculated with ωB97M-V/def2-TZVPD.

XYZ file:
```
19
Properties=species:S:1:pos:R:3
C 1.51 1.60 0.48
C 0.97 0.79 -0.68
C -0.42 0.51 -0.87
O -1.20 1.00 -1.88
C -0.85 -0.40 0.07
C -2.20 -0.58 0.68
C 0.36 -1.04 0.52
N 1.15 -1.99 -0.16
H 2.49 1.24 0.79
H 1.64 2.66 0.20
H 0.84 1.56 1.34
H 1.58 0.89 -1.58
H -0.80 1.82 -2.21
H -2.13 -0.58 1.77
H -2.66 -1.54 0.40
H -2.88 0.22 0.38
H 0.48 -1.18 1.60
H 0.96 -2.06 -1.15
H 1.15 -2.90 0.29
```

Computed properties:
Maximum force: 0.0087 hartree/bohr
ΔE to the lowest compared entry with this formula, charge and spin: 3.680 eV
E: -365.0962 a.u.
SMILES: C/C=C(O)\C(C)=C/N

Here are the Löwdin charges for atoms 1 to 8, given in e:
1 C -0.121
2 C -0.117
3 C -0.351
4 O 0.058
5 C -0.264
6 C -0.046
7 C -0.126
8 N 0.031


Below is 8 unconnected molecules or ions with the total composition C14H44BF4N2O7 at a distorted geometry, with properties calculated with ωB97M-V/def2-TZVPD.

XYZ file:
```
72
Properties=species:S:1:pos:R:3
B 1.32 -0.41 0.37
F 1.80 0.45 1.31
F 0.13 -0.94 0.77
F 1.09 0.41 -0.72
F 2.28 -1.33 0.01
C -1.52 2.30 0.35
C -0.99 2.82 1.70
O -0.60 1.70 2.48
H -1.63 3.07 -0.41
H -2.52 1.88 0.49
H -0.93 1.48 -0.05
H -1.53 3.65 2.17
H -0.06 3.35 1.48
H 0.26 1.37 2.21
C 1.97 -2.95 3.77
C 0.97 -1.78 3.74
O -0.32 -2.20 3.32
H 2.18 -3.17 2.72
H 1.69 -3.86 4.31
H 2.89 -2.59 4.24
H 1.31 -0.99 3.07
H 0.89 -1.49 4.79
H -0.53 -1.83 2.46
C 0.38 -2.92 -2.55
C 1.48 -2.06 -3.29
O 0.94 -0.71 -3.24
H 0.51 -2.67 -1.50
H 0.59 -3.95 -2.84
H -0.66 -2.69 -2.78
H 1.47 -2.24 -4.37
H 2.47 -2.08 -2.84
H 0.88 -0.50 -2.31
O 4.85 0.21 0.94
H 4.03 -0.19 0.66
H 4.82 1.10 0.58
O 1.59 -4.00 0.44
H 1.63 -3.11 0.07
H 0.67 -4.13 0.66
C 4.24 1.68 -2.76
C 3.42 2.77 -2.10
C 2.04 3.07 -2.58
O 2.10 3.37 -3.98
C 2.21 4.77 -4.18
N 3.26 2.33 -0.74
H 5.22 1.48 -2.33
H 4.51 1.80 -3.81
H 3.71 0.73 -2.81
H 3.98 3.70 -2.26
H 1.47 3.80 -2.00
H 1.50 2.12 -2.51
H 2.40 4.99 -5.23
H 3.00 5.23 -3.58
H 1.31 5.30 -3.89
H 2.62 1.54 -0.67
H 2.66 3.01 -0.30
C -3.73 -1.73 2.75
C -4.34 -2.09 1.35
C -5.14 -0.96 0.57
O -6.30 -0.88 1.39
C -7.11 0.31 1.14
N -3.28 -2.60 0.48
H -2.71 -1.35 2.72
H -3.80 -2.54 3.49
H -4.26 -0.92 3.25
H -5.03 -2.92 1.52
H -5.56 -1.38 -0.34
H -4.56 -0.06 0.37
H -6.72 1.04 1.84
H -8.19 0.26 1.31
H -6.99 0.87 0.21
H -3.29 -3.59 0.70
H -2.42 -2.16 0.77
```

Computed properties:
Charge: -1
Maximum force: 0.0688 hartree/bohr
ΔE to the lowest compared entry with this formula, charge and spin: 2.418 eV
E: -1620.5211 a.u.

Here are the Löwdin charges for atoms 1 to 8, given in e:
1 B -1.429
2 F 0.160
3 F 0.176
4 F 0.115
5 F 0.162
6 C -0.071
7 C -0.291
8 O -0.082


Below is a molecular structure, C50H47N8PPd at a distorted geometry, with properties calculated with ωB97M-V/def2-TZVPD.

XYZ file:
```
107
Properties=species:S:1:pos:R:3
Pd -0.35 0.94 -0.38
C 0.45 -3.57 2.97
N -0.18 -2.39 2.45
C 0.26 -1.61 1.43
N -0.54 -0.56 1.29
C -1.52 -0.66 2.22
C -1.31 -1.81 2.96
C -2.02 -2.28 4.15
C -2.29 -1.35 5.16
C -2.90 -1.76 6.33
C -3.27 -3.08 6.50
C -3.04 -4.00 5.49
C -2.42 -3.61 4.32
C -2.56 0.35 2.33
C -2.21 1.70 2.16
C -3.18 2.68 2.26
C -4.49 2.34 2.56
C -4.83 1.01 2.76
C -3.88 0.01 2.62
P 1.75 -1.97 0.43
C 2.44 -0.27 0.55
N 1.75 0.84 0.38
C 2.53 1.89 0.77
C 3.76 1.37 1.16
N 3.67 0.02 1.02
C 4.72 -0.92 1.32
C 4.97 2.08 1.60
C 5.49 1.88 2.88
C 6.56 2.64 3.32
C 7.13 3.59 2.48
C 6.64 3.76 1.20
C 5.56 3.02 0.76
C 1.96 3.23 0.86
C 0.62 3.42 0.50
C 0.04 4.67 0.59
C 0.77 5.75 1.05
C 2.08 5.57 1.45
C 2.68 4.32 1.36
C 0.89 -1.85 -1.19
N -0.07 -1.00 -1.54
C -0.54 -1.41 -2.75
C 0.16 -2.54 -3.15
N 1.05 -2.80 -2.15
C 1.94 -3.93 -2.11
C -0.04 -3.34 -4.34
C -1.34 -3.70 -4.70
C -1.56 -4.48 -5.82
C -0.50 -4.90 -6.60
C 0.79 -4.53 -6.27
C 1.03 -3.75 -5.15
C -1.60 -0.76 -3.52
C -2.92 -0.78 -3.07
C -3.93 -0.25 -3.86
C -3.63 0.30 -5.09
C -2.32 0.32 -5.54
C -1.31 -0.21 -4.76
H 1.53 -3.51 2.80
H 0.06 -4.47 2.49
H 0.26 -3.64 4.04
H -2.00 -0.32 5.02
H -3.09 -1.03 7.11
H -3.74 -3.40 7.42
H -3.34 -5.03 5.61
H -2.27 -4.32 3.53
H -1.16 1.96 2.05
H -2.91 3.72 2.14
H -5.23 3.11 2.66
H -5.84 0.75 3.03
H -4.14 -1.02 2.76
H 5.68 -0.48 1.07
H 4.57 -1.83 0.74
H 4.73 -1.18 2.38
H 5.03 1.16 3.54
H 6.94 2.49 4.31
H 7.95 4.19 2.84
H 7.09 4.49 0.54
H 5.17 3.16 -0.24
H 0.01 2.53 0.17
H -1.00 4.81 0.32
H 0.31 6.73 1.11
H 2.65 6.40 1.85
H 3.69 4.19 1.70
H 1.55 -4.72 -2.74
H 2.03 -4.30 -1.09
H 2.94 -3.66 -2.47
H -2.16 -3.39 -4.09
H -2.57 -4.75 -6.08
H -0.68 -5.52 -7.47
H 1.62 -4.84 -6.88
H 2.03 -3.44 -4.91
H -3.17 -1.28 -2.14
H -4.96 -0.29 -3.52
H -4.42 0.70 -5.71
H -2.09 0.73 -6.51
H -0.29 -0.22 -5.12
N -0.28 2.16 -2.38
C -1.58 2.75 -2.73
C -2.54 2.72 -1.53
N -2.52 1.39 -0.91
H 0.42 2.89 -2.28
H 0.03 1.53 -3.12
H -2.03 2.19 -3.56
H -1.46 3.79 -3.04
H -3.55 2.99 -1.88
H -2.23 3.46 -0.78
H -2.82 0.70 -1.60
H -3.17 1.36 -0.12
```

Computed properties:
Charge: +2
Maximum force: 0.0478 hartree/bohr
ΔE to the lowest compared entry with this formula, charge and spin: 0.687 eV
Spin multiplicity: 3
E: -2840.4430 a.u.

Here are the Löwdin charges for atoms 1 to 8, given in e:
1 Pd 0.998
2 C -0.011
3 N -0.049
4 C -0.414
5 N 0.045
6 C -0.169
7 C -0.099
8 C -0.186


Below is a gas-phase ion, C9H9O2S (charge -1) at a distorted geometry, with properties calculated with ωB97M-V/def2-TZVPD.

XYZ file:
```
21
Properties=species:S:1:pos:R:3
C -0.27 -2.64 1.28
C -1.59 -2.09 1.24
C 0.80 -1.79 1.29
C -1.83 -0.75 0.81
C 0.64 -0.47 0.88
C -0.64 0.08 0.50
C 1.38 0.64 -2.26
C -0.90 1.45 0.24
C 0.71 1.83 -2.15
O 1.75 2.37 0.25
O 0.15 3.80 -0.50
S 0.48 2.41 -0.41
H 0.00 -3.55 1.92
H -2.42 -2.76 1.55
H 1.78 -2.24 1.51
H -2.84 -0.50 0.60
H 1.55 -0.01 0.67
H 1.37 0.00 -3.16
H 1.70 0.17 -1.39
H -1.84 1.76 -0.10
H 0.01 2.28 -2.76
```

Computed properties:
Charge: -1
Maximum force: 0.1021 hartree/bohr
ΔE to the lowest compared entry with this formula, charge and spin: 2.159 eV
E: -896.9275 a.u.

Here are the Löwdin charges for atoms 1 to 8, given in e:
1 C -0.190
2 C -0.125
3 C -0.164
4 C -0.049
5 C -0.085
6 C -0.286
7 C -0.022
8 C -0.219


Below is a molecular structure, C20H19OPZr at a distorted geometry, with properties calculated with ωB97M-V/def2-TZVPD.

XYZ file:
```
42
Properties=species:S:1:pos:R:3
Zr -0.90 -1.25 -2.41
C 0.36 0.11 -3.61
H 1.17 0.54 -3.02
H 0.84 -0.40 -4.47
H -0.18 0.97 -4.04
H -2.77 -2.85 -1.65
H -2.97 -2.80 -2.35
O -2.43 -0.02 -2.04
C -1.42 0.72 -1.72
C -1.31 1.92 -1.00
C -2.19 3.03 -1.01
C -1.90 4.14 -0.23
C -0.74 4.18 0.55
C 0.16 3.11 0.55
C -0.13 1.96 -0.19
P 1.10 0.62 -0.14
C 1.13 0.34 1.66
C 2.37 0.02 2.24
C 2.43 -0.30 3.59
C 1.27 -0.33 4.37
C 0.04 0.01 3.79
C -0.04 0.36 2.44
C 0.56 -1.06 -0.67
C -0.53 -1.81 -0.07
C -0.46 -3.23 -0.08
C 0.45 -3.88 -0.91
C 1.30 -3.14 -1.73
C 1.40 -1.76 -1.58
H -3.09 2.99 -1.62
H -2.58 5.00 -0.24
H -0.50 5.06 1.14
H 1.08 3.15 1.16
H 3.28 0.02 1.63
H 3.39 -0.54 4.02
H 1.31 -0.61 5.42
H -0.86 0.01 4.38
H -1.01 0.64 2.01
H -1.19 -1.31 0.65
H -1.12 -3.77 0.61
H 0.49 -4.97 -0.90
H 1.99 -3.65 -2.41
H 2.19 -1.22 -2.10
```

Computed properties:
Charge: +2
Maximum force: 0.0545 hartree/bohr
ΔE to the lowest compared entry with this formula, charge and spin: 0.000 eV
E: -1236.4624 a.u.

Here are the Löwdin charges for atoms 1 to 8, given in e:
1 Zr 1.608
2 C -0.209
3 H 0.008
4 H 0.038
5 H 0.041
6 H 0.082
7 H 0.095
8 O -0.139